[1]
The ion C24H32N3O5S2 with charge +1 in a non-equilibrium geometry. Source: the Open Molecules 2025 dataset; level of theory: the ωB97M-V functional and the def2-TZVPD basis.

```
66
Properties=species:S:1:pos:R:3:mulliken_charge:R:1
C 0.9767 2.5250 -2.2333 -1.037
C 0.1752 2.7755 -0.9670 -0.246
N 0.9454 2.4761 0.2675 1.362
C 2.2054 3.2524 0.4156 -0.434
C 2.0335 4.7592 0.3130 -1.332
C 0.0884 2.5519 1.4720 -1.032
C 0.4565 1.5067 2.5214 -0.921
N 0.3474 0.1380 2.0253 0.612
C 1.4579 -0.6676 2.1197 0.766
O 2.4748 -0.2659 2.6361 -0.663
C 1.3415 -2.0859 1.5818 -1.103
C 1.0238 -2.1620 0.1004 -0.534
S 2.1672 -1.1006 -0.8464 1.373
O 1.7096 -1.0427 -2.2055 -0.800
O 2.1948 0.1925 -0.1638 -0.767
C 3.7833 -1.8414 -0.7397 0.325
C 4.5796 -1.5819 0.3602 -0.269
C 5.8180 -2.1987 0.4414 -0.791
C 6.2341 -3.0554 -0.5666 -0.436
C 5.4226 -3.3007 -1.6646 -0.707
C 4.1826 -2.6905 -1.7546 -0.477
C -0.8883 -0.2650 1.5373 -0.708
N -1.4711 0.3062 0.5414 0.354
C -2.7003 -0.2276 0.2913 -1.781
C -3.5617 0.1627 -0.7382 -0.367
C -4.7728 -0.4787 -0.8812 0.781
O -5.6909 -0.2054 -1.8291 -0.448
C -5.4177 0.8068 -2.7698 -0.878
C -5.1480 -1.5308 0.0154 0.937
O -6.3537 -2.0706 -0.2301 -0.417
C -6.8199 -3.1132 0.5969 -0.916
C -4.2950 -1.9180 1.0323 -0.353
C -3.0790 -1.2622 1.1622 0.503
S -1.8257 -1.5386 2.3336 -0.251
H 1.3683 1.5107 -2.2457 0.094
H 1.7979 3.2261 -2.3484 0.275
H 0.3211 2.6398 -3.0920 0.459
H -0.6863 2.1039 -0.9582 0.036
H -0.1762 3.8082 -0.9205 0.567
H 1.2774 1.4818 0.1506 -0.386
H 2.8976 2.9000 -0.3491 0.432
H 2.6307 2.9885 1.3851 0.425
H 1.7456 5.0676 -0.6876 0.308
H 1.3018 5.1401 1.0206 0.303
H 2.9858 5.2299 0.5411 0.445
H 0.1669 3.5448 1.9169 0.448
H -0.9456 2.3859 1.1656 0.569
H 1.4903 1.6127 2.8602 0.408
H -0.2082 1.6343 3.3823 0.411
H 0.5824 -2.6219 2.1568 0.539
H 2.3050 -2.5627 1.7763 0.463
H 0.0286 -1.8039 -0.1513 0.310
H 1.1487 -3.1694 -0.2876 0.623
H 4.2355 -0.9056 1.1274 0.298
H 6.4553 -2.0093 1.2907 0.441
H 7.1996 -3.5326 -0.4986 0.411
H 5.7544 -3.9632 -2.4484 0.427
H 3.5295 -2.8458 -2.5988 0.473
H -3.2556 0.9538 -1.4011 0.510
H -6.2858 0.8367 -3.4250 0.236
H -4.5256 0.5750 -3.3599 0.352
H -5.2956 1.7808 -2.2857 0.348
H -6.9180 -2.7861 1.6363 0.366
H -7.8012 -3.3763 0.2075 0.239
H -6.1638 -3.9874 0.5471 0.364
H -4.5548 -2.7062 1.7181 0.461
```

The value obtained for the HOMO energy is -10.4 eV. As for the energy above the lowest of the compared OMol25 structures with the same formula, charge and spin: 0.0000 eV. The calculation puts the largest force on an atom at 1.183 eV/A. As for the net charge: +1. Its frontier orbital gap is 8.33 eV.

=====

[2]
A structure of composition C24H32N4OP2Tl in a non-equilibrium geometry. Source: the Open Molecules 2025 dataset; level of theory: the ωB97M-V functional and the def2-TZVPD basis.

```
64
Properties=species:S:1:pos:R:3:mulliken_charge:R:1
C -1.8183 2.9040 -3.4615 -0.831
C -1.5483 1.6248 -2.9913 0.276
C -0.1737 1.1979 -2.9283 0.365
C 0.8212 2.2002 -2.7915 0.502
C 0.5135 3.5149 -3.1550 -0.784
C -0.7781 3.8420 -3.5657 -0.746
C 2.1264 1.8171 -2.1694 0.607
C 2.4672 0.3890 -2.4715 0.559
C 1.4005 -0.5260 -2.6667 0.430
C 1.6807 -1.9277 -2.5117 -0.184
C 2.9922 -2.3728 -2.6034 -0.588
C 4.0440 -1.4455 -2.5991 -0.638
C 3.7825 -0.0841 -2.4660 -0.950
H -2.8490 3.1904 -3.6850 0.419
H 1.3101 4.2635 -3.1243 0.420
H -0.9904 4.8418 -3.9430 0.380
H 2.9310 2.4966 -2.4728 0.597
H 3.1920 -3.4475 -2.6241 0.371
H 5.0704 -1.8003 -2.6706 0.382
H 4.5951 0.6404 -2.3684 0.430
N 0.1087 -0.1303 -2.8550 -0.417
Tl 1.8188 2.2310 1.2110 0.790
C -2.5796 0.7291 -2.3578 -1.285
H -2.6179 -0.2401 -2.8794 0.322
H -3.5772 1.1868 -2.3316 0.567
C 0.5358 -2.8125 -2.0729 -1.080
H -0.3593 -2.6374 -2.6834 0.378
H 0.8001 -3.8781 -2.0700 0.549
P -2.0554 0.3309 -0.6226 1.381
P 0.1207 -2.3211 -0.3704 1.029
C 1.5876 -2.2564 0.6474 -0.653
H 1.5393 -1.4291 1.3708 -0.047
H 1.6771 -3.2098 1.1869 0.439
H 2.4785 -2.1152 0.0240 0.299
C -1.1765 -3.3270 0.3131 -1.141
H -0.7794 -4.3331 0.5113 0.422
H -1.5271 -2.8718 1.2496 0.346
H -2.0142 -3.3888 -0.3952 0.395
C -1.4702 1.9381 0.0310 -0.037
H -2.3150 2.6373 0.1197 0.372
H -1.0062 1.7825 1.0214 -0.731
H -0.7369 2.3856 -0.6556 0.031
C -3.6318 0.1249 0.2569 -1.063
H -3.4961 0.3600 1.3247 0.144
H -4.3879 0.7841 -0.1899 0.438
H -3.9488 -0.9206 0.1443 0.344
H 2.0371 1.9568 -0.9631 -1.156
H -0.3556 -0.9610 -0.4770 -0.614
C 1.9310 -1.0850 5.1191 -0.878
N 0.7013 -0.4735 4.6150 0.133
C -0.5036 -0.7757 5.1775 -0.077
C -1.6316 -0.2023 4.6700 -0.937
C -1.4807 0.7099 3.6070 0.712
N -0.3100 0.9664 3.0196 -0.234
C 0.7807 0.3107 3.4887 0.237
O 1.9113 0.4028 2.9018 -0.719
N -2.5919 1.3194 3.0773 -0.451
H 1.7360 -1.4773 6.1184 0.318
H 2.7319 -0.3389 5.1640 0.303
H 2.2541 -1.9065 4.4672 0.294
H -0.4659 -1.4644 6.0217 0.371
H -2.6186 -0.4038 5.0718 0.386
H -3.4478 1.2585 3.6190 0.242
H -2.4334 2.2258 2.6430 0.262
```

The value obtained for the HOMO energy is -8.0 eV. As for the energy above the lowest of the compared OMol25 structures with the same formula, charge and spin: 0.0000 eV. The calculation puts the largest force on an atom at 2.079 eV/A. As for the net charge: +1. Its frontier orbital gap is 4.81 eV.

=====

[3]
A structure of composition C24H32N6O2S2Ti in a non-equilibrium geometry. Source: the Open Molecules 2025 dataset; level of theory: the ωB97M-V functional and the def2-TZVPD basis.

```
67
Properties=species:S:1:pos:R:3:mulliken_charge:R:1
Ti 0.0619 -0.0452 0.1180 -1.807
C 3.7134 0.3791 -1.9043 -1.450
C 2.6421 0.8742 -0.9805 1.224
O 2.1108 -0.0103 -0.2300 -0.445
C 2.2918 2.2266 -0.9893 -1.466
C 1.2690 2.7749 -0.1914 1.215
C 1.1271 4.2622 -0.0552 -1.565
N 0.4430 1.9755 0.4311 1.115
N -0.4382 2.5049 1.3915 -0.975
C -0.8007 1.5203 2.1390 0.491
O -0.3649 0.3068 1.9649 -0.461
C -1.7212 1.7776 3.2897 0.423
C -2.2661 3.0385 3.4994 -0.361
C -3.1150 3.2600 4.5747 -0.653
C -3.4243 2.2209 5.4447 -0.319
C -2.8857 0.9623 5.2325 -0.784
C -2.0357 0.7402 4.1527 -0.162
H 3.2089 -0.1837 -2.6973 0.262
H 4.3740 -0.3048 -1.3691 0.305
H 4.2902 1.1849 -2.3566 0.406
H 2.8511 2.8958 -1.6270 0.256
H 2.0051 4.7678 -0.4529 0.435
H 0.9724 4.5389 0.9859 0.342
H 0.2444 4.5910 -0.6087 0.267
H -2.0171 3.8319 2.8069 0.449
H -3.5390 4.2445 4.7310 0.369
H -4.0917 2.3932 6.2809 0.359
H -3.1292 0.1457 5.9007 0.383
H -1.6132 -0.2371 3.9613 0.447
N 0.5734 1.5879 -6.8133 -0.535
C 0.7520 0.3124 -6.1757 0.502
S 1.3241 -0.9545 -7.2504 -0.709
C 0.4809 0.2171 -4.8529 0.135
C 0.0007 1.3364 -4.0228 -1.471
C -0.1961 1.2096 -2.6994 -1.037
N -0.0128 0.0470 -1.9484 1.975
C 0.4012 -1.0535 -2.7378 -0.403
C 0.6381 -1.0048 -4.0588 -1.095
H 1.0799 1.5680 -7.6871 0.233
H 0.8997 2.3556 -6.2375 0.143
H -0.2052 2.3087 -4.4549 0.159
H -0.5372 2.0713 -2.1336 0.494
H 0.5198 -1.9889 -2.2058 0.202
H 0.9564 -1.9060 -4.5675 0.378
C -3.2931 0.9028 -1.0512 -1.309
C -3.1488 -0.6093 -0.8516 2.002
C -4.4252 -1.1284 -0.1680 -1.982
C -3.0318 -1.2818 -2.2187 -1.918
C -1.9462 -0.8633 0.0799 -0.055
H -2.5494 1.2681 -1.7585 0.121
H -4.2877 1.1513 -1.4401 0.474
H -3.1585 1.4343 -0.1026 0.110
H -5.3025 -0.9753 -0.8070 0.477
H -4.5954 -0.6075 0.7796 0.401
H -4.3390 -2.1981 0.0458 0.325
H -3.8716 -0.9756 -2.8530 0.472
H -3.0542 -2.3707 -2.1298 0.418
H -2.1073 -1.0079 -2.7233 0.338
H -2.3469 -0.7601 1.0963 0.695
N 1.4943 -2.8194 0.0649 -0.570
C 0.4208 -2.0898 0.7062 0.912
N 0.4603 -2.4461 2.1432 -0.886
S -1.2289 -2.5547 0.0223 -0.428
H 2.0011 -3.3363 0.7714 0.345
H 2.1280 -2.1902 -0.4123 0.181
H 1.1428 -1.8335 2.5837 0.289
H -0.4305 -2.1884 2.5508 0.315
```

The value obtained for the HOMO energy (spin up / spin down) is 0.7 / 0.7 eV. As for the energy above the lowest of the compared OMol25 structures with the same formula, charge and spin: 0.4624 eV. The calculation puts the largest force on an atom at 3.265 eV/A. As for the net charge: -2. Its frontier orbital gap (spin up / spin down) is 3.40 / 3.40 eV.

=====

[4]
A structure of composition C24H33AsClO2S4Sn. Source: the Open Molecules 2025 dataset; level of theory: the ωB97M-V functional and the def2-TZVPD basis.

```
66
Properties=species:S:1:pos:R:3:mulliken_charge:R:1
Sn -0.3101 -0.2673 0.2546 0.600
C 1.6833 -1.0295 -3.1155 -0.374
C 0.3092 -1.2541 -3.7304 -0.883
S -1.0712 -1.4793 -2.5748 0.089
C -1.0445 -3.2462 -2.1861 -0.997
C 0.1568 -3.7754 -1.4157 -0.609
S 0.4238 -2.9662 0.1984 0.012
C 2.2409 -2.9316 0.2530 -0.295
C 2.7540 -2.0616 1.3885 -0.968
S 2.1935 -0.3340 1.4212 0.124
C 3.3124 0.5556 0.3069 -0.915
C 3.3050 0.1613 -1.1630 -0.722
S 1.6495 0.3188 -1.8955 0.089
H 2.3888 -0.7507 -3.8993 0.490
H 2.0572 -1.9272 -2.6281 0.068
H 0.3445 -2.1140 -4.4010 0.486
H 0.0257 -0.3940 -4.3377 0.413
H -1.1369 -3.8086 -3.1162 0.451
H -1.9683 -3.4134 -1.6294 0.415
H 1.0747 -3.6864 -1.9935 0.401
H 0.0006 -4.8338 -1.2060 0.527
H 2.6100 -2.5944 -0.7125 -0.003
H 2.5809 -3.9557 0.4118 0.501
H 3.8450 -2.0475 1.3827 0.542
H 2.4438 -2.4648 2.3529 0.438
H 4.3202 0.4581 0.7123 0.502
H 3.0188 1.5997 0.4348 0.419
H 3.6519 -0.8610 -1.3054 0.338
H 3.9887 0.8171 -1.7017 0.553
Cl -1.7201 0.5691 7.8547 -0.064
C -1.4128 0.1036 6.2708 0.255
C -1.6259 -1.2360 5.8702 -0.573
C -1.3652 -1.6035 4.5887 -0.571
C -0.8701 -0.6586 3.6121 0.311
O -0.5977 -1.0679 2.4547 -0.305
C -0.6834 0.7207 4.0430 0.887
C -0.2321 1.7982 3.1513 -0.176
O -0.0552 1.7106 1.9489 -0.450
C -0.9422 1.0626 5.3430 -0.810
H -1.9920 -1.9509 6.5947 0.462
H -1.5131 -2.6217 4.2543 0.470
H -0.0605 2.7651 3.6486 0.396
H -0.7940 2.0817 5.6813 0.451
C -2.3305 4.7568 -1.4976 -1.219
As -1.9584 3.1671 -2.5528 0.588
C -0.8933 3.9565 -3.9781 -1.163
C -3.7900 2.6962 -3.4216 -1.381
C -4.1258 3.8593 -4.2009 0.841
C -3.7376 3.9484 -5.5676 -0.281
C -4.0822 5.0412 -6.3145 -0.652
C -4.8069 6.0889 -5.7213 -0.344
C -5.1962 6.0254 -4.3731 -0.651
C -4.8556 4.9348 -3.6200 -0.293
H -2.6289 5.6008 -2.1153 0.393
H -1.4032 5.0160 -0.9853 0.397
H -3.0911 4.5467 -0.7480 0.384
H -1.3429 4.8633 -4.3763 0.381
H -0.7241 3.2381 -4.7779 0.375
H 0.0697 4.2122 -3.5344 0.424
H -4.4195 2.5113 -2.5550 0.504
H -3.5870 1.7912 -3.9864 0.521
H -3.1927 3.1269 -6.0157 0.428
H -3.8120 5.1001 -7.3597 0.436
H -5.0762 6.9535 -6.3139 0.441
H -5.7733 6.8318 -3.9423 0.433
H -5.1656 4.8643 -2.5850 0.463
```

The value obtained for the HOMO energy (spin up / spin down) is -16.0 / -16.0 eV. As for the energy above the lowest of the compared OMol25 structures with the same formula, charge and spin: 0.0891 eV. The calculation puts the largest force on an atom at 0.214 eV/A. As for the net charge: +3. Its frontier orbital gap (spin up / spin down) is 5.61 / 5.96 eV.